A structure of composition C4H5O2Tl in a non-equilibrium geometry. Source: the Open Molecules 2025 dataset; level of theory: ωB97M-V with the def2-TZVPD basis set.

The geometry in ORCA input format:
```
! RIJCOSX wB97M-V def2-TZVPD def2/J DEFGRID3
* xyz 3 2
C -0.415 1.117 1.129
Tl 0.183 -4.023 -0.697
H -0.785 0.334 1.802
H -0.087 2.074 1.547
C 0.840 0.295 -0.043
O 0.186 -1.999 -0.424
H -1.650 0.741 -1.823
C -0.824 1.065 -0.170
C 0.959 -1.087 -0.328
H 1.815 -0.765 0.610
H 1.487 0.977 -0.605
O -1.711 1.272 -1.000
*
```

Summary:
- energy (eV) = -12973.97647
- F_max (hartree/bohr) = 0.1289
- gap between HOMO and LUMO (spin up / spin down) (eV) = 7.4 / 5.3
- M (g/mol) = 289.46

The molecule's Mulliken atomic charges, reported in e, are given here: -0.277, 0.799, 0.335, 0.373, -0.657, -0.214, 0.478, 0.651, 0.695, 0.396, 0.553, -0.133

A structure of composition C4H5O3Pr in a non-equilibrium geometry. Source: the Open Molecules 2025 dataset; level of theory: ωB97M-V with the def2-TZVPD basis set.

The geometry in ORCA input format:
```
! RIJCOSX wB97M-V def2-TZVPD def2/J DEFGRID3
* xyz 1 4
Pr -0.280 0.973 -0.571
H 4.135 -1.249 1.119
C 3.119 0.396 0.268
C -3.356 0.683 -0.077
H -3.742 -1.379 -0.724
C 3.225 -0.899 0.629
H 2.428 -1.618 0.423
C -2.986 -0.600 -0.564
H -4.402 0.909 0.169
O -1.759 -0.826 -0.840
O 2.031 1.029 -0.115
H 4.040 1.002 0.226
O -2.454 1.578 0.057
*
```

Summary:
- energy relative to the best compared isomer or geometry (same formula, charge and spin) (kcal per mole) = 0.0
- energy (eV) = -24432.14805
- F_max (hartree/bohr) = 0.0863
- gap between HOMO and LUMO (spin up / spin down) (eV) = 5.3 / 5.7
- M (g/mol) = 241.99

The molecule's Mulliken atomic charges, reported in e, are given here: 1.967, 0.236, 0.294, 0.020, 0.398, -0.767, 0.086, 0.038, 0.398, -0.629, -0.688, 0.292, -0.646

A cluster of 2 separate species, C4H5O3S in total in a non-equilibrium geometry. Source: the Open Molecules 2025 dataset; level of theory: ωB97M-V with the def2-TZVPD basis set.

The geometry in ORCA input format:
```
! RIJCOSX wB97M-V def2-TZVPD def2/J DEFGRID3
* xyz -1 1
H 0.315 1.309 1.234
C 1.210 -0.570 1.390
C -1.212 -0.512 -1.129
C 1.079 0.697 1.757
O -1.838 1.463 0.174
S -0.243 -0.624 -2.428
C -1.349 1.017 -0.877
H 1.934 -1.191 1.857
O 0.310 -1.976 -2.488
H 1.528 1.170 2.576
O -0.998 1.626 -1.911
H 0.836 -1.002 0.396
H -1.573 -1.405 -0.551
*
```

Summary:
- energy relative to the best compared isomer or geometry (same formula, charge and spin) (kcal per mole) = 54.7
- energy (eV) = -21205.98944
- F_max (hartree/bohr) = 0.0573
- gap between HOMO and LUMO (eV) = 8.4
- M (g/mol) = 133.15

The molecule's Mulliken atomic charges, reported in e, are given here: 0.119, -0.302, -0.314, -0.434, -0.720, 0.376, 0.611, 0.269, -0.619, 0.269, -0.699, 0.048, 0.395

A cluster of 2 separate species, C4H5O5P in total in a non-equilibrium geometry. Source: the Open Molecules 2025 dataset; level of theory: ωB97M-V with the def2-TZVPD basis set.

The geometry in ORCA input format:
```
! RIJCOSX wB97M-V def2-TZVPD def2/J DEFGRID3
* xyz -2 1
H -1.119 -0.690 1.359
C -0.893 0.835 -0.016
H 0.482 -0.612 0.725
O 5.324 0.337 1.409
O -0.343 1.848 0.812
H -1.873 1.061 -0.289
O 2.735 -0.775 0.963
O 5.064 1.270 -1.089
C 3.241 -0.012 0.263
H 1.155 0.992 -0.398
O 5.228 -1.299 -0.591
C 0.168 1.695 -0.539
C -0.558 -0.540 0.462
P 5.010 0.141 -0.097
H -0.947 -1.144 -0.294
*
```

Summary:
- energy relative to the best compared isomer or geometry (same formula, charge and spin) (kcal per mole) = 66.6
- energy (eV) = -23752.17491
- F_max (hartree/bohr) = 0.1095
- gap between HOMO and LUMO (spin up / spin down) (eV) = 5.5 / 5.5
- M (g/mol) = 164.05

The molecule's Mulliken atomic charges, reported in e, are given here: 0.233, -0.450, 0.085, -0.704, -0.357, 0.419, -0.195, -0.727, 0.315, -0.202, -0.711, -0.077, -0.735, 0.818, 0.289

The molecule C4H5P in a non-equilibrium geometry. Source: the Open Molecules 2025 dataset; level of theory: ωB97M-V with the def2-TZVPD basis set.

The geometry in ORCA input format:
```
! RIJCOSX wB97M-V def2-TZVPD def2/J DEFGRID3
* xyz 0 1
H -2.615 -0.058 -0.881
C -1.607 -0.056 -0.554
H -0.606 -1.900 -0.565
H 0.987 -0.938 1.075
C -0.585 -0.829 -0.360
H 1.756 1.418 0.901
H 1.534 -0.599 -0.558
C 0.801 1.106 0.494
C 0.745 -0.362 0.170
P -0.411 2.217 0.278
*
```

Summary:
- energy relative to the best compared isomer or geometry (same formula, charge and spin) (kcal per mole) = 44.9
- energy (eV) = -13513.96568
- F_max (hartree/bohr) = 0.0727
- gap between HOMO and LUMO (spin up / spin down) (eV) = 8.4 / 8.4
- M (g/mol) = 84.06

The molecule's Mulliken atomic charges, reported in e, are given here: 0.325, -0.916, 0.348, 0.259, 0.161, 0.347, 0.261, -0.228, -0.488, -0.069

The molecule C4H5PS in a non-equilibrium geometry. Source: the Open Molecules 2025 dataset; level of theory: ωB97M-V with the def2-TZVPD basis set.

The geometry in ORCA input format:
```
! RIJCOSX wB97M-V def2-TZVPD def2/J DEFGRID3
* xyz 0 1
C -0.075 -1.242 0.371
H 1.837 -0.555 -0.423
H 1.260 0.327 1.158
P -1.406 1.166 0.338
S -2.705 -0.460 -0.463
H 0.083 0.800 -1.495
H 0.843 1.910 -0.231
C 0.968 -0.097 0.247
C -1.321 -0.626 0.507
H 0.282 -2.304 0.497
C 0.234 1.081 -0.507
*
```

Summary:
- energy relative to the best compared isomer or geometry (same formula, charge and spin) (kcal per mole) = 30.6
- energy (eV) = -24349.97127
- F_max (hartree/bohr) = 0.0701
- gap between HOMO and LUMO (eV) = 7.9
- M (g/mol) = 116.12

The molecule's Mulliken atomic charges, reported in e, are given here: -0.327, 0.285, 0.344, -0.049, -0.233, 0.438, 0.389, -0.524, 0.186, 0.332, -0.841

The molecule C4H5PS2 in a non-equilibrium geometry. Source: the Open Molecules 2025 dataset; level of theory: ωB97M-V with the def2-TZVPD basis set.

The geometry in ORCA input format:
```
! RIJCOSX wB97M-V def2-TZVPD def2/J DEFGRID3
* xyz 0 1
P 1.369 1.563 -1.762
C -0.998 -0.220 0.478
H -2.421 0.729 -0.610
H 0.867 2.654 -2.425
S 1.045 2.590 0.010
C 1.460 0.235 0.802
H 2.481 0.100 0.783
H 0.573 -1.438 1.360
C -1.455 0.397 -0.653
C 0.364 -0.479 0.873
S -0.617 0.945 -2.139
H -1.897 -0.470 1.141
*
```

Summary:
- energy relative to the best compared isomer or geometry (same formula, charge and spin) (kcal per mole) = 56.9
- energy (eV) = -35184.30484
- F_max (hartree/bohr) = 0.0893
- gap between HOMO and LUMO (spin up / spin down) (eV) = 7.3 / 7.3
- M (g/mol) = 148.19

The molecule's Mulliken atomic charges, reported in e, are given here: 0.065, -0.057, 0.361, 0.058, -0.195, -0.906, 0.467, 0.310, -0.337, 0.160, -0.141, 0.214

The molecule C4H6. Source: the Open Molecules 2025 dataset; level of theory: ωB97M-V with the def2-TZVPD basis set.

The geometry in ORCA input format:
```
! RIJCOSX wB97M-V def2-TZVPD def2/J DEFGRID3
* xyz 0 1
C 0.581 -0.003 0.091
C -0.581 -0.215 -0.138
H -2.199 0.936 0.257
H 2.335 -0.882 -0.267
C 2.025 0.096 0.095
H -2.437 -0.788 0.629
H 2.485 0.259 1.073
C -2.026 -0.084 -0.096
H -2.522 -0.218 -1.061
H 2.338 0.898 -0.582
*
```

Summary:
- energy relative to the best compared isomer or geometry (same formula, charge and spin) (kcal per mole) = 13.2
- energy (eV) = -4243.38796
- F_max (hartree/bohr) = 0.0153
- gap between HOMO and LUMO (eV) = 10.3
- M (g/mol) = 54.09

The molecule's Mulliken atomic charges, reported in e, are given here: 0.216, 0.262, 0.267, 0.254, -1.086, 0.269, 0.293, -1.032, 0.290, 0.266

A structure of composition C4H6AgO3 in a non-equilibrium geometry. Source: the Open Molecules 2025 dataset; level of theory: ωB97M-V with the def2-TZVPD basis set.

The geometry in ORCA input format:
```
! RIJCOSX wB97M-V def2-TZVPD def2/J DEFGRID3
* xyz 0 2
H -0.578 1.654 0.879
O 1.271 1.420 -0.023
C -0.138 1.337 -0.081
H -1.789 -1.753 0.119
C -1.665 -0.683 0.333
O 2.970 -0.094 0.133
C -0.440 -0.137 -0.361
H -0.484 -0.321 -1.445
H -2.565 -0.158 -0.020
H -1.580 -0.542 1.420
C 1.773 0.216 0.457
H -0.492 2.002 -0.879
Ag 2.897 -2.137 -0.682
O 0.819 -0.805 0.150
*
```

Summary:
- energy relative to the best compared isomer or geometry (same formula, charge and spin) (kcal per mole) = 0.0
- energy (eV) = -14383.75264
- F_max (hartree/bohr) = 0.0762
- gap between HOMO and LUMO (spin up / spin down) (eV) = 4.9 / 9.1
- M (g/mol) = 209.96

The molecule's Mulliken atomic charges, reported in e, are given here: 0.298, -0.232, -0.512, 0.337, -1.341, -0.569, 0.427, 0.216, 0.359, 0.342, 0.413, 0.294, 0.157, -0.190

A structure of composition C4H6AgO3 in a non-equilibrium geometry. Source: the Open Molecules 2025 dataset; level of theory: ωB97M-V with the def2-TZVPD basis set.

The geometry in ORCA input format:
```
! RIJCOSX wB97M-V def2-TZVPD def2/J DEFGRID3
* xyz 1 1
H -0.174 -1.234 0.576
H -1.800 0.494 2.041
C 1.998 -0.005 -1.415
H -2.656 -1.038 1.694
O 1.374 -1.039 -0.859
O 2.990 -0.065 -2.100
C 0.429 0.797 -0.105
O 1.463 1.133 -0.955
Ag 4.943 -0.849 -2.829
C 0.354 -0.533 -0.059
C -2.637 0.041 1.494
H -3.576 0.500 1.823
H -2.524 0.199 0.408
H -0.184 1.599 0.289
*
```

Summary:
- energy relative to the best compared isomer or geometry (same formula, charge and spin) (kcal per mole) = 0.0
- energy (eV) = -14378.66625
- F_max (hartree/bohr) = 0.0314
- gap between HOMO and LUMO (eV) = 7.8
- M (g/mol) = 209.96

The molecule's Mulliken atomic charges, reported in e, are given here: 0.378, 0.215, 0.490, 0.263, -0.299, -0.511, -0.072, -0.254, 0.920, -0.086, -0.982, 0.297, 0.232, 0.408